Here is a structure of composition C17H17Br6N3 at a distorted geometry from the OMol25 dataset. Energies are from ωB97M-V/def2-TZVPD.

## Properties
**LUMO**: -0.0066 Eh
**Relative energy (zero: lowest compared OMol25 entry of this formula, charge and spin)**: 0.0 kJ/mol
**E_tot**: -16266.296087 a.u.
**E_HOMO**: -9.59 eV
**Kohn-Sham gap**: 9.4 eV

Each line ends with the Löwdin charge.
Element x y z (Å)
C 8.200 -10.437 2.681  -1.7024
Br 8.219 -12.154 3.474  0.6139
Br 9.286 -10.338 1.103  0.5733
Br 8.706 -9.032 3.899  0.5390
H 7.197 -10.195 2.360  -0.0900
C 4.553 -7.403 2.574  -1.6099
Br 3.978 -8.980 3.478  0.6225
Br 3.108 -6.700 1.457  0.6087
Br 6.125 -7.651 1.537  0.6378
H 4.717 -6.606 3.286  -0.0625
N 1.417 -11.107 -0.402  0.0558
C 1.116 -11.390 -1.660  -0.1645
C 1.430 -10.564 -2.728  -0.0770
C 2.061 -9.352 -2.472  -0.0762
C 2.421 -9.073 -1.165  -0.0947
C 2.067 -9.971 -0.170  -0.1599
H 0.636 -12.346 -1.847  0.1025
H 1.213 -10.870 -3.743  0.0988
H 2.192 -8.673 -3.305  0.1043
H 3.004 -8.195 -0.922  0.0426
H 2.307 -9.747 0.864  0.0633
N 6.145 -4.071 4.100  0.0593
C 6.489 -2.844 4.454  -0.1473
C 7.753 -2.529 4.945  -0.0656
C 8.660 -3.556 5.175  -0.0734
C 8.364 -4.806 4.668  -0.0614
C 7.088 -5.015 4.170  -0.1485
H 5.741 -2.063 4.370  0.1068
H 7.957 -1.530 5.310  0.1021
H 9.575 -3.290 5.687  0.1078
H 9.070 -5.621 4.756  0.0953
H 6.798 -5.969 3.752  0.0421
N 0.973 -3.731 6.728  0.0489
C 1.979 -4.606 6.813  -0.1519
C 2.914 -4.774 5.798  -0.0761
C 2.797 -4.019 4.643  -0.1040
C 1.814 -3.063 4.578  -0.0754
C 0.932 -2.952 5.646  -0.1555
H 2.019 -5.180 7.731  0.1006
H 3.619 -5.594 5.872  0.0966
H 3.502 -4.271 3.859  0.0723
H 1.701 -2.436 3.703  0.1010
H 0.057 -2.316 5.558  0.1010

Here is a structure of composition C17H17BrCl2NO5Tc at a distorted geometry from the OMol25 dataset. Energies are from ωB97M-V/def2-TZVPD.

## Properties
**LUMO (spin up / spin down)**: -0.2439 / -0.2127 Eh
**⟨S²⟩**: 0.819
**E_tot**: -4663.866770 a.u.
**E_HOMO (spin up / spin down)**: -11.62 / -11.66 eV
**Charge**: +1
**Kohn-Sham gap (spin up / spin down)**: 5.0 / 5.9 eV
**Spin multiplicity**: 2

Each line ends with the Löwdin charge.
Element x y z (Å)
Tc 0.529 -0.100 0.194  1.2513
O 2.185 -1.766 1.150  -0.1599
C 1.774 -2.751 2.086  -0.1994
C 0.976 -2.121 3.231  -0.1343
N -0.247 -1.512 2.743  -0.2023
C -1.294 -2.381 2.315  -0.0774
C -1.844 -2.000 0.897  -0.6473
O -2.769 -2.617 0.433  0.0778
O -1.253 -1.023 0.320  -0.2453
C -0.666 -0.311 3.405  -0.0722
C 0.324 0.857 3.094  -0.5816
O 0.721 1.574 3.972  0.1428
O 0.652 0.929 1.854  -0.2023
H 2.953 -1.297 1.503  0.1026
H 2.641 -3.280 2.492  0.1361
H 1.165 -3.461 1.520  0.0923
H 1.589 -1.342 3.694  0.1366
H 0.757 -2.885 3.991  0.1417
H -2.171 -2.348 2.972  0.1430
H -0.962 -3.416 2.254  0.1308
H -0.717 -0.426 4.495  0.1444
H -1.646 -0.009 3.028  0.1413
Br 2.645 1.136 -0.611  0.9144
C 1.692 2.082 -2.013  -0.5185
C 2.389 2.690 -3.021  -0.0848
C 1.673 3.397 -3.997  -0.0424
C 0.310 3.509 -3.906  0.0024
C -0.410 2.914 -2.849  -0.1469
C -1.806 3.068 -2.704  0.0222
C -2.463 2.486 -1.652  -0.0306
C -1.767 1.683 -0.741  -0.0536
C -0.419 1.443 -0.868  -0.2317
C 0.291 2.127 -1.887  -0.2362
H 3.465 2.633 -3.058  0.1151
H 2.213 3.868 -4.802  0.1190
H -0.235 4.075 -4.645  0.1251
H -2.345 3.666 -3.423  0.1286
H -3.526 2.620 -1.518  0.1196
H -2.316 1.217 0.062  0.1098
Cl -0.211 -3.948 -1.039  0.6453
C -0.544 -2.582 -2.109  -0.8601
Cl 0.660 -1.319 -1.840  0.6822
H -1.531 -2.180 -1.870  0.0454
H -0.459 -2.899 -3.150  0.0570

Here is an isolated molecule of C17H17BrN4 at a distorted geometry from the OMol25 dataset. Energies are from ωB97M-V/def2-TZVPD.

## Properties
**LUMO**: 0.0040 Eh
**E_tot**: -3451.055862 a.u.
**E_HOMO**: -7.71 eV
**Kohn-Sham gap**: 7.8 eV
**SMILES string**: Brc1ccc2nc(-c3ccncc3)c(NC3CCCC3)n2c1

Each line ends with the Löwdin charge.
Element x y z (Å)
Br -5.887 0.414 -0.344  0.7362
C -4.186 1.233 -0.114  -0.6703
C -4.113 2.568 0.342  -0.1195
C -2.889 3.148 0.514  0.0118
C -1.728 2.415 0.235  -0.2710
N -0.466 2.760 0.312  0.1677
C 0.260 1.696 -0.116  -0.1714
C 1.705 1.780 -0.217  -0.1596
C 2.443 0.952 -1.065  -0.0207
C 3.818 1.107 -1.104  -0.1495
N 4.479 2.000 -0.385  0.0487
C 3.776 2.799 0.402  -0.1485
C 2.400 2.738 0.524  -0.0085
C -0.583 0.633 -0.446  -0.1924
N -0.284 -0.640 -0.893  0.0623
C 0.497 -1.503 -0.014  -0.3139
C 1.058 -2.705 -0.801  -0.1389
C 0.412 -3.948 -0.185  -0.1939
C 0.179 -3.543 1.268  -0.1950
C -0.324 -2.108 1.145  -0.1370
N -1.853 1.086 -0.220  0.0713
C -3.069 0.506 -0.389  -0.0935
H -5.024 3.108 0.545  0.0986
H -2.780 4.162 0.859  0.1198
H 1.951 0.223 -1.688  0.1047
H 4.428 0.484 -1.746  0.1028
H 4.354 3.522 0.964  0.1026
H 1.856 3.406 1.171  0.1049
H -1.099 -1.128 -1.249  0.1220
H 1.311 -0.892 0.382  0.1328
H 0.838 -2.607 -1.864  0.1096
H 2.141 -2.747 -0.686  0.1127
H 1.043 -4.830 -0.279  0.1062
H -0.544 -4.160 -0.667  0.1097
H 1.122 -3.562 1.815  0.1145
H -0.532 -4.191 1.778  0.1078
H -0.212 -1.539 2.067  0.1137
H -1.385 -2.115 0.880  0.1103
H -3.112 -0.517 -0.732  0.1127

Here is a structure of composition C17H17Cl2MgNO at a distorted geometry from the OMol25 dataset. Energies are from ωB97M-V/def2-TZVPD.

## Properties
**LUMO (spin up / spin down)**: -0.0234 / -0.0079 Eh
**Relative energy (zero: lowest compared OMol25 entry of this formula, charge and spin)**: 367.8 kJ/mol
**E_tot**: -1908.314281 a.u.
**E_HOMO (spin up / spin down)**: -7.03 / -5.46 eV
**Kohn-Sham gap (spin up / spin down)**: 6.4 / 5.2 eV

Each line ends with the Löwdin charge.
Element x y z (Å)
C -1.031 -1.071 -2.927  -0.2509
C 1.712 -0.141 -3.889  -0.1440
C -1.416 0.282 -3.110  -0.2506
H -1.593 -1.724 -2.230  0.1191
C 1.409 1.087 -3.549  -0.1698
H 2.658 -0.605 -3.515  0.1210
H -2.490 0.612 -2.897  0.1239
H 2.139 1.659 -2.932  0.1073
C -1.028 1.091 -4.344  -0.1901
H -1.843 1.792 -4.557  0.1110
H -0.936 0.467 -5.240  0.1010
C -0.195 -1.873 -3.841  -0.1929
H -0.869 -2.423 -4.533  0.1208
H 0.365 -2.654 -3.278  0.1164
C 0.894 -1.104 -4.693  -0.1890
H 0.463 -0.653 -5.608  0.1023
H 1.591 -1.883 -5.045  0.1069
C 0.235 1.892 -4.046  -0.1937
H 0.576 2.383 -4.975  0.1203
H -0.026 2.709 -3.339  0.1183
Mg 0.337 -0.128 -0.693  0.8530
H -1.216 0.266 -1.667  0.0548
Cl 0.264 -4.208 2.406  0.7093
C 0.183 -2.593 2.911  -0.6212
C 0.187 -2.381 4.317  -0.1263
C 0.174 -1.086 4.832  -0.6258
Cl 0.133 -0.805 6.537  0.6824
C 0.153 0.045 3.950  -0.1715
C 0.093 1.375 4.370  -0.0331
C -0.001 2.391 3.439  -0.0527
C -0.027 2.089 2.072  -0.1225
N 0.099 0.836 1.593  0.0422
C 0.117 -0.171 2.512  -0.1487
C 0.116 -1.510 1.962  -0.3793
O 0.054 -1.678 0.663  -0.2393
H 0.207 -3.176 5.062  0.1026
H 0.076 1.579 5.431  0.0861
H -0.029 3.432 3.729  0.1015
H -0.113 2.834 1.289  0.1012

Here is a cluster of 5 separate species, C17H17Cl6N3 in total at a distorted geometry from the OMol25 dataset. Energies are from ωB97M-V/def2-TZVPD.

## Properties
**LUMO**: 0.0026 Eh
**Relative energy (zero: lowest compared OMol25 entry of this formula, charge and spin)**: 136.0 kJ/mol
**E_tot**: -3583.336300 a.u.
**E_HOMO**: -9.58 eV
**Kohn-Sham gap**: 9.6 eV
**SMILES string**: ClC(Cl)Cl.ClC(Cl)Cl.c1ccncc1.c1ccncc1.c1ccncc1

Each line ends with the Löwdin charge.
Element x y z (Å)
Cl -7.444 4.742 2.829  0.5171
C -7.268 5.975 1.575  -1.5179
Cl -8.835 6.673 1.092  0.5059
Cl -6.529 5.257 0.108  0.4785
H -6.584 6.733 1.959  0.0162
Cl -0.958 4.097 3.824  0.5068
C -0.846 4.521 2.114  -1.4894
Cl -0.249 3.107 1.177  0.4826
Cl 0.256 5.942 1.897  0.4880
H -1.897 4.658 1.858  0.0113
C 2.815 -1.286 -3.832  -0.0853
C 1.950 -1.363 -4.935  -0.0652
C 2.347 -2.044 -6.127  -0.1434
N 3.521 -2.674 -6.165  0.0340
C 4.407 -2.623 -5.112  -0.1160
C 4.047 -1.901 -3.969  -0.0994
H 2.535 -0.726 -2.952  0.1000
H 0.994 -0.867 -4.863  0.0884
H 1.699 -2.112 -6.988  0.0959
H 5.385 -3.083 -5.094  0.0968
H 4.801 -1.742 -3.213  0.0942
C -3.578 -2.173 -1.115  -0.1044
C -4.048 -3.449 -0.971  -0.0889
C -5.415 -3.629 -1.018  -0.1370
N -6.250 -2.575 -1.265  0.0457
C -5.744 -1.306 -1.413  -0.1329
C -4.377 -1.077 -1.381  -0.0801
H -2.525 -1.975 -0.979  0.1021
H -3.398 -4.276 -0.727  0.1024
H -5.864 -4.598 -0.857  0.0985
H -6.448 -0.525 -1.661  0.0962
H -3.993 -0.068 -1.410  0.0986
C 4.428 0.080 5.006  -0.1009
C 4.689 0.478 3.684  -0.0648
C 5.552 -0.319 2.879  -0.1321
N 6.242 -1.359 3.409  0.0292
C 6.081 -1.651 4.709  -0.1356
C 5.110 -0.989 5.543  -0.0663
H 3.687 0.621 5.575  0.0999
H 4.281 1.409 3.320  0.0914
H 5.836 -0.064 1.869  0.0930
H 6.575 -2.551 5.042  0.0932
H 5.012 -1.285 6.578  0.0934

- E_tot of number 3 (C17H17BrN4)?
  -3451.055862 a.u.